# 1
86
Properties=species:S:1:pos:R:3 method="wB97M-V/def2-TZVPD" homo_energy_ev="-9.2 / -9.2" mol_weight_g_mol=866.56 total_energy_ha=-3645.80627 total_charge=+1 homo_lumo_gap_ha="0.201 / 0.201"
Sn -1.74314 0.95722 -0.64685
S -0.90258 -2.46755 0.23520
P 1.04585 -2.47070 -0.32118
C 0.31614 -0.95850 0.23217
P 0.29860 -0.34356 1.91125
S -1.39390 0.71934 2.04490
C 1.73535 0.71059 2.23769
C 2.91293 0.65936 1.50221
C 3.96649 1.48374 1.85724
C 3.84174 2.34607 2.93575
C 2.66289 2.40091 3.66068
C 1.60792 1.58107 3.31500
C 0.38894 -1.66522 3.14585
C -0.73147 -2.15931 3.79724
C -0.59924 -3.28592 4.59153
C 0.62967 -3.91243 4.71971
C 1.74988 -3.40135 4.08140
C 1.63268 -2.27050 3.29823
C 1.99668 -3.85930 0.37949
C 3.36999 -3.91837 0.16221
C 4.08879 -4.97132 0.69701
C 3.44682 -5.95442 1.43731
C 2.07466 -5.89886 1.62820
C 1.34290 -4.84830 1.10434
C 1.02377 -2.41633 -2.12880
C 0.38868 -3.46141 -2.79275
C 0.14114 -3.36090 -4.14836
C 0.52843 -2.21537 -4.82778
C 1.18234 -1.18751 -4.16529
C 1.42911 -1.27657 -2.80675
H 2.98999 -0.01620 0.65764
H 4.89338 1.45310 1.30348
H 4.66747 2.98185 3.20949
H 2.57202 3.08330 4.49049
H 0.67392 1.61169 3.86164
H -1.68490 -1.66320 3.67692
H -1.46344 -3.69023 5.09500
H 0.71119 -4.80925 5.31361
H 2.70430 -3.89554 4.17793
H 2.49425 -1.84298 2.79899
H 3.85731 -3.15293 -0.42638
H 5.15276 -5.03034 0.52901
H 4.01668 -6.77176 1.85357
H 1.56857 -6.68074 2.17425
H 0.27199 -4.79998 1.24365
H 0.06568 -4.32867 -2.23274
H -0.35437 -4.16717 -4.67150
H 0.31486 -2.12580 -5.88132
H 1.50845 -0.31164 -4.70635
H 1.91446 -0.47036 -2.28065
C 2.87773 4.13466 -2.15204
C 2.67526 3.03115 -1.33759
C 1.40696 2.70656 -0.90454
C 0.31580 3.50233 -1.24737
C 0.51581 4.56745 -2.13160
C 1.78688 4.87855 -2.57393
N -0.94234 3.16277 -0.77435
C -1.81594 4.08442 -0.38448
C -1.47415 5.42189 -0.05020
C -2.43831 6.33899 0.24092
C -3.80781 6.00475 0.18231
C -4.18076 4.72050 -0.07008
C -3.20612 3.71900 -0.29619
N -3.51316 2.44266 -0.54686
N -4.73552 2.10933 -0.75840
C -4.95442 0.83589 -1.16598
C -6.24181 0.50945 -1.62083
C -6.44763 -0.72580 -2.19005
C -5.38697 -1.62907 -2.25212
C -4.16374 -1.25454 -1.73154
N -3.94564 -0.05415 -1.21505
H 3.87576 4.39897 -2.46484
H 3.51534 2.43028 -1.02577
H 1.23417 1.85434 -0.25953
H -0.33625 5.13653 -2.47788
H 1.92575 5.71157 -3.24842
H -0.42698 5.68721 -0.00450
H -2.15182 7.34123 0.51779
H -4.54365 6.77299 0.34679
H -5.21734 4.42614 -0.07813
H -7.02332 1.24553 -1.54416
H -7.41023 -0.99139 -2.59503
H -5.51264 -2.59890 -2.70332
H -3.31367 -1.92730 -1.73698
O -1.50231 1.15280 -3.93575
C -0.74355 0.92544 -3.13384

# 2
70
Properties=species:S:1:pos:R:3 method="wB97M-V/def2-TZVPD" homo_energy_ev=-9.2 mol_weight_g_mol=598.81 total_energy_ha=-2803.07186 total_charge=+1 homo_lumo_gap_ha=0.188
Be -1.36157 0.87606 1.00490
N -3.35979 2.12844 -2.25498
C -2.74115 1.31181 -1.41552
N -2.33131 1.68284 -0.22689
C -2.59769 2.98239 0.22165
N -2.35768 3.29477 1.46256
N -1.89224 2.14450 2.05204
C -2.00570 1.83485 3.27677
C -1.81711 0.37431 3.47292
C -1.86617 -0.27997 4.67868
C -1.89081 -1.67746 4.66915
C -1.89436 -2.34676 3.46499
C -1.82819 -1.61124 2.28252
N -1.76619 -0.28932 2.28708
C -3.17115 3.93894 -0.70737
C -3.36252 5.28539 -0.38183
C -3.94011 6.13598 -1.29709
C -4.34436 5.65361 -2.54533
C -4.16652 4.32859 -2.88331
C -3.57323 3.47749 -1.95710
H -3.65643 1.76437 -3.14910
H -2.56306 0.29126 -1.73801
H -2.34507 2.50906 4.05718
H -1.89764 0.27830 5.60337
H -1.92650 -2.22426 5.60150
H -1.94113 -3.42493 3.41452
H -1.81056 -2.06775 1.30374
H -3.05597 5.63277 0.59467
H -4.08623 7.17757 -1.05098
H -4.80352 6.32481 -3.25758
H -4.48049 3.95444 -3.84871
C 3.85547 0.64977 0.53250
N 2.50202 0.41176 0.04631
C 2.23943 -0.95247 -0.39329
C 1.47295 1.21124 0.43506
N 0.29780 0.69691 0.74316
N 1.71370 2.54368 0.43364
C 2.65270 3.15688 -0.49344
C 0.93362 3.46509 1.22827
H 4.14934 -0.17083 1.19164
H 3.90449 1.57431 1.09923
H 4.56629 0.69886 -0.29363
H 3.08840 -1.29147 -0.98446
H 1.34862 -0.99097 -1.01629
H 2.12267 -1.64352 0.45093
H 0.39708 -0.31293 0.77587
H 2.94718 2.44239 -1.25597
H 3.54440 3.52911 0.01499
H 2.15885 4.00041 -0.97903
H 0.52446 2.95400 2.09354
H 0.12207 3.92082 0.65703
H 1.58632 4.26364 1.58358
S 0.20006 -6.75154 0.61734
C 0.13014 -5.29407 -0.16020
S -1.24760 -4.25346 0.07976
C -0.52524 -3.01019 -0.90021
N 0.60718 -3.36694 -1.40132
N 0.97220 -4.64374 -1.00754
C 2.21479 -5.09016 -1.57312
C 2.88853 -4.22089 -2.43257
C 4.08972 -4.60487 -3.00064
C 4.63804 -5.85038 -2.72838
C 3.96143 -6.70764 -1.88033
C 2.75445 -6.34163 -1.29861
S -1.22609 -1.44546 -1.10914
H 2.46209 -3.25723 -2.66061
H 4.59561 -3.92238 -3.67036
H 5.57670 -6.14653 -3.17539
H 4.36684 -7.68571 -1.65928
H 2.24773 -7.02467 -0.64347

# 3
20
Properties=species:S:1:pos:R:3 method="wB97M-V/def2-TZVPD" homo_energy_ev="-12.5 / -13.0" mol_weight_g_mol=99.18 total_energy_ha=-290.62541 total_charge=+1 s_squared=0.76 multiplicity=2 homo_lumo_gap_ha="0.180 / 0.197"
C -0.65171 -0.67205 1.08695
C 0.21292 0.61997 1.10796
C -0.89973 0.35621 0.02508
C 2.03314 -0.49608 -2.94565
C 2.06186 0.41697 -1.93707
C 1.31842 1.48513 -1.42376
N -1.61393 -1.00203 2.05087
H -4.01913 -2.06277 3.26222
H -0.30608 -1.62713 0.70116
H -0.15113 1.21103 1.93216
H 1.23255 0.29626 0.97429
H -0.62014 -0.07382 -0.92145
H -1.74633 1.01803 0.11084
H -4.20368 -1.63542 3.82794
H 1.49727 -0.42818 -3.88189
H 2.69765 -1.32566 -2.74168
H 2.88095 0.22762 -1.23286
H 1.81223 2.30204 -0.91452
H 0.29836 1.60589 -1.74576
H -1.83348 -0.21602 2.66517

# 4
9
Properties=species:S:1:pos:R:3 method="wB97M-V/def2-TZVPD" homo_energy_ev=-11.1 mol_weight_g_mol=219.38 total_energy_ha=-3482.53693 smiles="O=[N+]([O-])C(Cl)(Br)[N+](=O)[O-]" homo_lumo_gap_ha=0.369
O 0.16328 -1.55248 -0.26381
N 0.04653 -0.99175 0.74540
O 0.32365 -1.22399 1.86749
C -0.67244 0.40051 0.49729
Cl -0.89071 1.39189 1.77717
Br -2.33463 -0.34769 -0.41734
N 0.11417 1.11351 -0.61092
O 1.20059 1.43240 -0.18228
O -0.32507 1.21520 -1.75541

# 5
93
Properties=species:S:1:pos:R:3 method="wB97M-V/def2-TZVPD" homo_energy_ev=-9.5 mol_weight_g_mol=486.68 total_energy_ha=-1700.95449 homo_lumo_gap_ha=0.355
C 29.54794 -3.34796 14.76665
C 29.96571 -3.76118 13.38968
O 29.80561 -2.63553 12.48503
H 28.54471 -2.90936 14.75835
H 30.20231 -2.61226 15.23398
H 29.49857 -4.22379 15.41654
H 29.38266 -4.58475 12.96596
H 31.00849 -4.09525 13.36615
H 30.27198 -2.81228 11.66377
C 29.02370 -0.13266 17.44508
C 29.13156 -0.65728 18.85295
O 29.68556 -1.96285 18.85112
H 28.18214 -0.51448 16.85975
H 29.91750 -0.40654 16.87947
H 28.96810 0.95628 17.43964
H 28.19641 -0.63146 19.42864
H 29.77643 0.04996 19.40134
H 29.87012 -2.24325 19.75049
C 25.74383 2.30818 14.05843
C 25.87535 3.49836 14.99618
O 24.67649 3.71908 15.72119
H 25.63138 1.36334 14.59956
H 26.61112 2.18654 13.40846
H 24.86692 2.43771 13.42356
H 26.09523 4.40037 14.42538
H 26.71550 3.32884 15.68454
H 24.59464 2.98950 16.35758
C 22.34924 -0.81082 15.16932
C 22.29195 0.44833 14.32478
O 20.95449 0.95540 14.36697
H 22.10459 -1.68294 14.55446
H 21.68225 -0.78684 16.02697
H 23.35642 -1.04018 15.52044
H 22.59741 0.24007 13.29425
H 22.96545 1.20075 14.75096
H 20.96531 1.86518 14.05728
C 29.92477 1.82474 13.25504
C 29.45300 0.56276 13.95952
O 28.66470 -0.19993 13.04799
H 29.08874 2.48855 13.02483
H 30.45014 1.59112 12.32953
H 30.60267 2.40757 13.88680
H 28.82416 0.82671 14.81058
H 30.33249 0.00433 14.28702
H 29.05016 -1.09358 12.94444
C 24.06761 -1.44143 10.35639
O 24.54958 -0.26628 9.73209
H 24.80840 -2.24941 10.37280
H 23.81902 -1.22383 11.40287
H 23.18574 -1.81910 9.84283
H 25.27687 0.03442 10.30594
C 25.76835 -1.67458 14.04684
O 25.32623 -2.93258 14.57735
H 24.91884 -1.04859 13.75823
H 26.25280 -1.13266 14.86232
H 26.45863 -1.86867 13.22653
H 24.84871 -3.38871 13.86201
C 27.38688 1.01476 10.21846
O 26.64189 0.72126 11.38744
H 27.90025 0.11966 9.84914
H 26.70664 1.35691 9.44335
H 28.15939 1.76780 10.39343
H 27.25770 0.26401 11.98873
C 27.05558 -3.95359 10.77219
O 25.79853 -4.61706 10.68147
H 27.04520 -3.01810 10.21123
H 27.24836 -3.71052 11.82090
H 27.87726 -4.60964 10.47832
H 25.82167 -5.24335 9.95420
C 24.96412 0.53376 17.66548
O 24.11970 1.67539 17.61682
H 25.93794 0.80180 17.25297
H 25.06910 0.09120 18.65679
H 24.60427 -0.27967 17.02682
H 23.38538 1.54113 18.22076
C 26.75590 -3.37413 17.77220
O 25.52744 -2.76011 17.40818
H 27.57026 -3.02068 17.12977
H 26.99426 -3.05587 18.78394
H 26.71292 -4.46313 17.68097
H 25.49408 -2.78160 16.43818
C 22.38414 -4.08442 12.30051
O 23.78106 -4.12752 12.60598
H 22.22882 -3.52282 11.37776
H 22.01687 -5.10640 12.17040
H 21.87219 -3.62238 13.13785
H 24.30210 -4.40605 11.83826
C 26.96218 -5.77806 14.65278
O 27.86001 -6.55392 15.45005
H 26.88405 -4.75134 15.01185
H 27.33644 -5.77726 13.62938
H 25.96149 -6.22075 14.65154
H 27.42055 -6.75503 16.28015

# 6
19
Properties=species:S:1:pos:R:3 method="wB97M-V/def2-TZVPD" homo_energy_ev=-8.4 mol_weight_g_mol=100.16 total_energy_ha=-307.11002 smiles="CN/C=C/CCN" homo_lumo_gap_ha=0.342
C -1.59052 1.88798 1.94871
N -0.31766 1.29221 1.51864
C -0.23708 -0.10295 1.24917
C -0.47612 -0.63749 0.03547
C 0.41652 -1.69857 -0.57926
C 1.15264 -1.22012 -1.87893
N 1.15470 0.21936 -2.14947
H -2.07387 2.28423 1.04875
H -1.35494 2.81961 2.46282
H -2.24222 1.18583 2.46130
H 0.44944 1.72506 1.99910
H -0.39829 -0.67029 2.17726
H -1.09571 -0.13490 -0.70716
H 1.06424 -1.99572 0.24280
H -0.15739 -2.56909 -0.92035
H 0.62358 -1.70415 -2.69818
H 2.16753 -1.60996 -1.87973
H 0.27232 0.46250 -2.57241
H 1.30254 0.74159 -1.29941